No. 1
17
Properties=species:S:1:pos:R:3:forces:R:3 method="wB97M-V/def2-TZVPD" e_above_lowest_kcal_mol=46.2 max_force_ev_per_a=1.9 orbital_gap_ev=8.82 spin_multiplicity=1 charge=0
C -0.186849 1.126731 -2.285809 -0.044 0.179 0.133
N 0.158826 -0.784583 0.226782 -0.526 0.038 -0.816
N -0.886676 0.321282 -1.276850 -0.122 0.819 -0.158
C -0.366014 0.453609 0.127346 -0.701 -0.270 -0.241
C 0.677964 -1.386546 1.384874 0.611 -0.296 -0.331
N 0.941192 -0.537048 2.426109 -0.188 0.063 -0.179
N -0.529882 1.401357 0.958841 0.257 0.054 -0.204
N 0.999287 -2.622368 1.442335 -0.219 0.016 0.143
H -0.341980 -0.916775 -0.949946 0.756 -0.474 1.704
H -1.890243 0.490000 -1.301950 0.111 -0.059 0.008
H 0.477424 0.362179 2.431598 0.051 -0.099 0.090
H 1.174240 -0.986359 3.295300 -0.054 0.023 -0.059
H -0.994511 2.212887 0.567145 -0.006 -0.076 -0.063
H 0.775220 -3.098489 0.574110 0.023 0.116 0.007
H 0.870751 0.870884 -2.250378 0.000 0.004 -0.038
H -0.297331 2.197350 -2.095126 0.028 -0.030 -0.048
H -0.581420 0.895889 -3.274381 0.023 -0.008 0.051

=====

No. 2
17
Properties=species:S:1:pos:R:3:forces:R:3 method="wB97M-V/def2-TZVPD" e_above_lowest_kcal_mol=167.5 max_force_ev_per_a=6.7 orbital_gap_ev=8.78 spin_multiplicity=1 charge=0
C -2.521192 -0.880595 -0.313374 -1.909 3.008 0.746
C 0.329315 1.221666 -0.044160 -4.644 2.170 1.558
C 2.889247 -1.048183 -0.043603 3.479 0.886 1.181
H -3.562582 -1.162025 0.199670 2.560 0.220 -0.908
H -2.862763 0.080066 -1.052370 1.162 -3.420 1.355
H -1.980964 -1.793941 -0.733311 -0.784 1.526 0.210
H -0.758037 -0.742413 1.193335 -3.931 3.115 -1.510
H -1.354158 2.073642 0.030695 -0.354 -2.499 0.606
H 1.650938 2.442072 -0.331392 -1.735 0.868 1.231
H 0.355100 -0.929147 0.117918 2.591 4.061 -0.389
H 2.577649 -2.178297 0.124146 -0.089 2.596 -0.713
H 4.056580 -0.798320 -0.115912 -2.536 -1.395 0.199
N -1.686961 0.000580 0.728548 1.899 -3.512 -0.055
N -1.059786 1.031319 -0.038475 0.102 1.417 -0.234
N 0.623253 2.459751 0.031652 4.103 0.096 -2.278
N 0.987938 0.122162 0.131251 -0.347 -6.713 0.214
N 2.316424 0.101663 0.115388 0.434 -2.424 -1.214